[1]
C18H14Cl5IN2Pt | the ωB97M-V functional and the def2-TZVPD basis

## Properties
Molar mass, u: 757.57
HOMO (alpha / beta), eV: -7.3 / -7.2
Kohn-Sham gap (alpha / beta), eV: 6.28 / 5.76
Energy above the lowest of the compared OMol25 structures with the same formula, charge and spin, kJ/mol: 0.0
E, Ha: -3521.6622
Charge: 0
2S+1: 3
LUMO energy (alpha / beta), eV: -1.05 / -1.48
Expectation value of S²: 2.02

Last column: Mulliken spin population.
Element x y z (Å)
C -3.26 0.69 -0.39  0.03
C -1.35 2.61 -0.25  0.03
H -3.61 -0.14 -0.99  -0.02
H -3.31 1.65 -0.93  0.01
H -3.78 0.90 0.54  0.00
H -0.45 2.87 -0.84  0.00
H -2.28 2.82 -0.71  0.01
H -1.41 2.95 0.79  0.00
C -0.90 -1.07 -2.83  -0.01
C -0.19 -1.55 -3.95  0.01
C 1.16 -1.23 -4.09  -0.01
C 1.78 -0.46 -3.12  0.01
H -1.95 -1.22 -2.68  0.00
H -0.72 -2.12 -4.68  0.00
H 1.73 -1.56 -4.95  0.00
H 2.82 -0.20 -3.15  0.00
N -0.28 -0.33 -1.89  0.11
C 1.01 -0.01 -2.01  -0.03
C 1.61 0.73 -0.92  0.03
N 0.83 0.94 0.15  0.00
C 1.35 1.55 1.24  0.00
C 3.48 1.78 0.14  0.00
C 2.66 2.01 1.25  0.00
H 0.66 1.69 2.10  -0.01
H 3.01 2.52 2.14  0.00
C 2.97 1.10 -0.95  0.00
H 3.59 0.75 -1.74  0.00
H 4.50 2.06 0.17  0.00
Pt -1.36 0.61 -0.10  0.91
I -2.98 -2.24 0.32  0.56
Cl 0.85 -2.46 0.07  0.00
C 0.01 -1.94 1.51  -0.07
C -0.82 -0.80 1.50  0.42
C -1.32 -0.36 2.71  -0.02
Cl -2.19 1.11 2.73  0.04
C -1.08 -1.07 3.91  -0.01
Cl -1.61 -0.34 5.38  0.01
C -0.34 -2.26 3.88  0.01
Cl -0.04 -3.08 5.33  0.00
C 0.17 -2.73 2.66  0.00
Cl 1.04 -4.18 2.60  0.00

[2]
C4H12N2Si | the ωB97M-V functional and the def2-TZVPD basis

## Properties
Molar mass, u: 116.24
HOMO, eV: -8.4
Kohn-Sham gap, eV: 8.89
Energy above the lowest of the compared OMol25 structures with the same formula, charge and spin, kJ/mol: 220.2
E, Ha: -558.5466
Charge: 0
LUMO energy, eV: 0.47

Last column: Löwdin charge in e.
Element x y z (Å)
C 3.28 0.09 0.27  -0.16
N 1.93 0.30 0.63  -0.12
N 1.06 -0.36 -0.12  -0.07
Si -0.74 -0.03 0.00  0.56
C -1.10 -1.49 1.12  -0.16
C -1.51 -0.28 -1.77  -0.15
C -1.34 1.71 0.37  -0.18
H 3.44 0.52 -0.67  0.05
H 3.47 -0.99 0.15  0.08
H 3.96 0.60 0.96  0.07
H -0.53 -2.23 0.70  -0.01
H -0.64 -1.44 2.06  0.01
H -2.04 -1.92 1.15  0.01
H -0.88 -0.54 -2.56  0.00
H -2.34 -0.97 -1.66  0.03
H -1.89 0.65 -2.00  -0.02
H -1.48 1.82 1.40  -0.01
H -0.51 2.52 0.15  0.08
H -2.15 2.04 -0.20  -0.01

[3]
C3H4O | the ωB97M-V functional and the def2-TZVPD basis

## Properties
Molar mass, u: 56.06
HOMO, eV: -10.1
Kohn-Sham gap, eV: 10.10
Energy above the lowest of the compared OMol25 structures with the same formula, charge and spin, kJ/mol: 195.6
E, Ha: -191.8355
Charge: 0
LUMO energy, eV: 0.00

Last column: Löwdin charge in e.
Element x y z (Å)
C -0.71 0.52 0.73  -0.06
C 0.19 0.48 -0.27  -0.20
C 0.47 -0.86 -0.85  -0.29
O 1.42 -0.97 -1.65  -0.02
H -0.91 1.45 1.47  0.10
H -1.18 -0.34 1.38  0.09
H 0.78 1.63 -0.50  0.20
H -0.07 -1.92 -0.30  0.19

Max |F| in eV Å⁻¹, matching the order above: 4.4; 5.6; 4.6